## a
The following is a quantum chemistry calculation of 2 unconnected molecules or ions with the total composition C2H8S4, from OMol25.

Values from the calculation:
Kohn-Sham gap: 9.4 eV
HOMO level: -9.114 eV
Lowest unoccupied orbital energy: 0.28 eV
SMILES: CSS.CSS

Last column: Mulliken charge in e.
CARTESIAN COORDINATES (ANGSTROEM)
S: 0.695 0.458 -2.971  -0.211
S: -0.416 -0.708 -1.609  -0.045
C: 0.000 0.000 0.000  -0.701
H: -0.064 1.573 -3.016  0.154
H: -0.165 1.090 -0.046  0.250
H: 1.054 -0.185 0.268  0.283
H: -0.643 -0.420 0.791  0.270
S: 0.989 7.044 0.097  -0.210
S: 0.218 8.401 -1.300  -0.057
C: -1.547 8.470 -0.806  -0.738
H: 1.152 5.933 -0.653  0.160
H: -1.580 8.842 0.231  0.279
H: -1.934 7.437 -0.822  0.276
H: -2.204 9.101 -1.428  0.289


## b
The following is a quantum chemistry calculation of 2 unconnected molecules or ions with the total composition C2H8S4, from OMol25.

Values from the calculation:
Kohn-Sham gap: 8.7 eV
HOMO level: -8.300 eV
Lowest unoccupied orbital energy: 0.41 eV
SMILES: CSS.CSS

Last column: Mulliken charge in e.
CARTESIAN COORDINATES (ANGSTROEM)
C: -1.892 0.243 -1.277  -0.782
S: -1.476 -1.448 -0.656  -0.035
S: -2.306 -1.394 1.246  -0.200
H: -1.456 1.086 -0.743  0.232
H: -2.966 0.295 -1.136  0.350
H: -1.501 0.289 -2.290  0.288
H: -1.203 -1.036 1.889  0.148
C: 1.376 1.227 0.458  -0.705
S: 1.919 -0.246 1.288  -0.066
S: 2.518 -1.490 -0.299  -0.171
H: 2.140 1.989 0.312  0.380
H: 0.657 1.588 1.201  0.253
H: 0.836 1.083 -0.468  0.167
H: 3.354 -2.186 0.474  0.139


Relative energy table, unit kcal/mol: a 0.0; b 3.3


## a
The following is a quantum chemistry calculation of a gas-phase ion, C6H12NO (charge +1), from OMol25.

Values from the calculation:
Kohn-Sham gap: 9.4 eV
HOMO level: -14.026 eV
Net charge: +1
Lowest unoccupied orbital energy: -4.64 eV
SMILES: C=[N+](CC)CCC=O

Last column: Mulliken charge in e.
CARTESIAN COORDINATES (ANGSTROEM)
C: 0.394 -0.317 1.987  -0.511
C: 0.092 0.755 0.916  -1.392
C: -1.308 0.201 -0.659  -0.281
C: -0.922 -0.582 2.719  0.079
C: 0.616 0.035 -2.744  -1.458
C: 0.946 -0.119 -1.267  -0.160
N: -0.101 0.331 -0.436  0.234
O: -1.987 -0.158 2.392  -0.439
H: 0.646 -1.253 1.534  0.317
H: 0.957 0.143 2.725  0.404
H: -0.715 1.306 1.236  0.735
H: 0.931 1.448 1.024  0.472
H: -2.114 0.298 0.014  0.393
H: -1.645 -0.147 -1.643  0.288
H: -0.695 -1.276 3.512  0.372
H: 0.115 -0.805 -3.176  0.410
H: 0.091 0.932 -2.844  0.453
H: 1.585 0.046 -3.287  0.358
H: 1.990 0.277 -1.020  0.402
H: 1.125 -1.117 -0.985  0.326


## b
The following is a quantum chemistry calculation of 2 unconnected molecules or ions with the total composition C6H12NO, from OMol25.

Values from the calculation:
Kohn-Sham gap: 8.7 eV
HOMO level: -13.546 eV
Net charge: +1
Lowest unoccupied orbital energy: -4.84 eV

Last column: Mulliken charge in e.
CARTESIAN COORDINATES (ANGSTROEM)
C: -0.222 1.942 0.551  -0.185
O: 0.498 0.746 0.984  -0.645
C: 0.617 2.745 -0.407  -0.314
C: 0.930 2.309 -1.623  -0.575
H: -0.538 2.521 1.413  0.290
H: -1.087 1.581 -0.009  0.149
H: 1.429 0.940 0.821  0.389
H: 0.985 3.690 -0.024  0.324
H: 1.533 2.900 -2.298  0.287
H: 0.627 1.332 -1.985  0.220
C: -0.887 -2.309 -0.291  0.168
C: -1.886 -1.540 -0.705  -0.684
C: 0.862 -2.615 1.275  -0.057
N: 0.042 -1.846 0.673  0.134
H: -0.803 -3.359 -0.543  0.288
H: -1.888 -0.512 -0.357  0.083
H: -2.723 -1.906 -1.277  0.303
H: 1.612 -2.150 1.898  0.273
H: 0.779 -3.679 1.099  0.249
H: 0.119 -0.790 0.805  0.305


Relative energy table, unit kcal/mol: a 2.2; b 0.0


## a
The following is a quantum chemistry calculation of 2 unconnected molecules or ions with the total composition C6H12NO, from OMol25.

Values from the calculation:
Kohn-Sham gap: 8.6 eV
HOMO level: -13.558 eV
Net charge: +1
Lowest unoccupied orbital energy: -4.99 eV

Last column: Mulliken charge in e.
CARTESIAN COORDINATES (ANGSTROEM)
O: 0.297 -0.707 1.376  -0.524
C: 0.573 -1.848 1.077  0.025
C: 1.260 -2.242 -0.196  -0.290
C: 0.233 -2.611 -1.274  -1.024
H: 0.263 -2.671 1.742  0.391
H: 1.924 -3.091 -0.049  0.320
H: 1.909 -1.420 -0.507  0.217
H: -0.205 -3.589 -1.087  0.332
H: 0.706 -2.626 -2.254  0.317
H: -0.593 -1.901 -1.304  0.255
C: -1.237 1.581 -0.200  0.313
C: -2.349 2.292 -0.114  -0.804
C: 1.164 1.814 -0.165  -0.124
N: 0.003 2.265 -0.415  -0.006
H: -1.172 0.507 -0.253  0.197
H: -2.340 3.363 -0.249  0.281
H: -3.276 1.753 0.017  0.265
H: 2.015 2.447 -0.384  0.321
H: 1.274 0.831 0.282  0.227
H: -0.055 3.204 -0.806  0.309


## b
The following is a quantum chemistry calculation of a molecular structure, C6H12NO, from OMol25.

Values from the calculation:
Kohn-Sham gap: 10.9 eV
HOMO level: -13.896 eV
Net charge: +1
Lowest unoccupied orbital energy: -3.02 eV

Last column: Mulliken charge in e.
CARTESIAN COORDINATES (ANGSTROEM)
C: 0.516 -1.231 -0.853  -0.391
C: -0.327 -1.293 1.518  -1.200
C: 1.608 -0.110 -0.879  -0.464
C: -2.969 0.256 -0.488  -0.253
C: 0.221 -0.759 0.468  0.615
C: 0.827 1.832 0.513  -0.889
N: 1.190 0.347 0.470  0.089
O: -1.766 0.234 -0.281  -0.356
H: -0.158 -1.110 -1.696  0.202
H: 1.047 -2.125 -0.997  0.323
H: -0.358 -1.026 2.465  0.409
H: -0.909 -2.111 1.402  0.356
H: 2.588 -0.658 -1.109  0.297
H: 1.349 0.488 -1.740  0.231
H: -3.360 -0.350 -1.215  0.283
H: -3.596 0.901 -0.007  0.310
H: 0.037 1.821 -0.200  0.352
H: 0.530 2.041 1.591  0.314
H: 1.518 2.474 -0.002  0.389
H: 2.014 0.381 1.041  0.381


Relative energy table, unit kcal/mol: a 0.0; b 62.0


## a
The following is a quantum chemistry calculation of 2 unconnected molecules or ions with the total composition C6H11N2OS, from OMol25.

Values from the calculation:
Kohn-Sham gap: 9.6 eV
HOMO level: -13.368 eV
Net charge: +1
Lowest unoccupied orbital energy: -3.79 eV

Last column: Mulliken charge in e.
CARTESIAN COORDINATES (ANGSTROEM)
C: -1.166 -1.590 -0.934  -0.553
C: -0.388 -1.530 0.179  -0.371
C: -0.739 0.525 -0.529  0.738
C: -0.652 1.998 -0.561  -1.285
C: -2.141 0.027 -2.537  -0.817
C: 3.753 -0.513 3.369  -0.374
N: -1.375 -0.304 -1.363  0.088
N: -0.144 -0.209 0.410  0.156
O: 1.894 0.411 1.910  -0.672
S: 2.473 -0.854 2.443  0.370
H: -1.578 -2.428 -1.457  0.456
H: 0.358 2.305 -0.832  0.301
H: -1.349 2.441 -1.263  0.378
H: -0.854 2.395 0.433  0.343
H: -3.134 -0.418 -2.469  0.345
H: -2.241 1.104 -2.635  0.264
H: -1.645 -0.363 -3.427  0.339
H: 4.107 0.488 3.535  0.274
H: -0.005 -2.309 0.801  0.408
H: 4.270 -1.335 3.829  0.295
H: 0.556 0.157 1.099  0.315


## b
The following is a quantum chemistry calculation of a gas-phase ion, C6H11N2OS (charge +1), from OMol25.

Values from the calculation:
Kohn-Sham gap: 9.5 eV
HOMO level: -12.968 eV
Net charge: +1
Lowest unoccupied orbital energy: -3.47 eV

Last column: Mulliken charge in e.
CARTESIAN COORDINATES (ANGSTROEM)
C: -1.061 1.573 -0.434  0.737
C: 0.928 -0.494 -0.137  -1.425
C: -0.201 -1.631 0.117  0.767
C: -1.480 -1.636 -0.325  -0.543
C: 1.247 0.883 0.539  0.179
C: 0.331 -2.827 0.881  -1.439
N: 0.055 1.779 0.225  -0.306
N: -1.769 2.647 -0.923  -0.446
O: 2.383 1.435 0.152  -0.497
S: -2.051 0.106 -0.851  -0.220
H: 1.889 -1.121 -0.055  0.276
H: 0.695 -0.246 -1.138  0.698
H: -2.207 -2.299 -0.379  0.586
H: 1.238 0.803 1.600  0.484
H: -0.307 -3.652 0.732  0.421
H: 1.355 -3.143 0.586  0.357
H: 0.401 -2.638 1.957  0.299
H: 0.399 2.708 0.498  0.256
H: -1.383 3.588 -0.956  0.225
H: -2.708 2.440 -1.311  0.218
H: 2.247 1.724 -0.778  0.372


Relative energy table, unit kcal/mol: a 0.0; b 40.9


## a
The following is a quantum chemistry calculation of a molecular structure, H2IO, from OMol25.

Values from the calculation:
Kohn-Sham gap: 7.5 eV
HOMO level: -3.543 eV
Net charge: -1
Lowest unoccupied orbital energy: 3.96 eV

Last column: Mulliken charge in e.
CARTESIAN COORDINATES (ANGSTROEM)
O: -0.150 0.621 0.664  -0.633
H: -0.948 0.171 1.024  0.288
H: 0.046 0.145 -0.174  0.237
I: 1.052 -0.936 -1.514  -0.892


## b
The following is a quantum chemistry calculation of a molecular structure, H2IO, from OMol25.

Values from the calculation:
Kohn-Sham gap: 7.1 eV
HOMO level: -3.151 eV
Net charge: -1
Lowest unoccupied orbital energy: 3.97 eV

Last column: Mulliken charge in e.
CARTESIAN COORDINATES (ANGSTROEM)
I: -0.779 0.649 1.761  -0.907
O: 0.619 -0.271 -0.443  -0.584
H: 0.223 -0.691 -1.207  0.263
H: -0.063 0.313 -0.110  0.229


Relative energy table, unit kcal/mol: a 0.0; b 8.5


## a
The following is a quantum chemistry calculation of C7H8O2 in the gas phase, from OMol25.

Values from the calculation:
Kohn-Sham gap (spin up / spin down): 8.6 / 8.6 eV
HOMO level (spin up / spin down): -8.585 / -8.585 eV
Lowest unoccupied orbital energy (spin up / spin down): 0.00 / 0.00 eV
SMILES: C=C(O)/C=C/C(=C)C=O

Last column: Mulliken charge in e.
CARTESIAN COORDINATES (ANGSTROEM)
C: 1.127 1.587 0.633  0.655
C: -1.118 -1.304 -0.421  0.549
C: -0.060 -2.366 -0.163  -0.167
C: 0.361 0.346 0.657  -0.293
C: -0.556 0.020 -0.263  -0.241
C: 1.588 2.161 -0.493  -1.131
C: -2.404 -1.623 -0.578  -0.929
O: 1.297 2.130 1.871  -0.485
O: 1.135 -2.270 -0.228  -0.433
H: 1.859 2.912 1.812  0.319
H: -0.542 -3.350 -0.067  0.284
H: 0.564 -0.291 1.506  0.353
H: -0.846 0.742 -1.019  0.389
H: 1.402 1.711 -1.444  0.323
H: 2.080 3.119 -0.484  0.243
H: -2.726 -2.656 -0.608  0.265
H: -3.161 -0.869 -0.711  0.300


## b
The following is a quantum chemistry calculation of C7H8O2 in the gas phase, from OMol25.

Values from the calculation:
Kohn-Sham gap: 9.6 eV
HOMO level: -8.647 eV
Lowest unoccupied orbital energy: 0.92 eV
SMILES: C1=C[C@H]2O[C@@H]2[C@@]2(C1)CO2

Last column: Mulliken charge in e.
CARTESIAN COORDINATES (ANGSTROEM)
C: 1.971 0.001 0.765  -0.518
C: 0.902 0.138 -0.195  1.019
C: -0.035 1.582 0.063  -0.652
C: -1.582 1.351 -0.078  -0.429
C: -2.207 0.102 0.137  -0.368
C: -1.030 -0.738 0.596  -0.338
C: -0.068 -0.820 -0.735  -0.316
H: 2.248 1.050 1.336  0.184
H: 2.336 -0.913 1.468  0.251
H: -0.035 2.355 -0.689  0.334
H: 0.499 2.272 0.859  0.275
H: -2.180 2.208 -0.436  0.343
H: -3.162 -0.485 -0.130  0.310
H: -0.677 -0.851 1.577  0.487
H: -0.528 -0.693 -1.637  0.451
O: 2.189 0.146 -0.668  -0.564
O: -0.466 -1.976 -0.040  -0.469


## c
The following is a quantum chemistry calculation of C7H8O2 in the gas phase, from OMol25.

Values from the calculation:
Kohn-Sham gap (spin up / spin down): 7.1 / 7.3 eV
HOMO level (spin up / spin down): -7.100 / -7.487 eV
Lowest unoccupied orbital energy (spin up / spin down): -0.03 / -0.23 eV

Last column: Mulliken charge in e.
CARTESIAN COORDINATES (ANGSTROEM)
C: 1.835 -1.218 -0.426  0.347
C: 2.211 -2.112 -1.276  -0.625
C: -3.116 -0.368 0.942  -0.789
C: -2.420 -0.609 -0.195  -0.193
C: -1.036 -0.438 -0.449  -0.189
C: 0.802 0.873 0.210  0.812
C: 1.312 2.246 0.513  -1.108
O: 1.779 -0.002 0.056  -0.357
O: -0.490 0.716 -0.095  -0.158
H: 2.587 -1.962 -2.282  0.247
H: 1.960 -3.129 -1.123  0.238
H: -4.123 -0.597 1.043  0.289
H: -2.828 0.084 1.896  0.243
H: -3.024 -1.318 -0.744  0.314
H: 0.548 2.934 0.849  0.338
H: 1.848 2.743 -0.245  0.301
H: 2.154 2.156 1.328  0.289


Relative energy table, unit kcal/mol: a 0.0; b 128.3; c 163.0